# 1
ORCA calculation (ωB97M-V/def2-TZVPD) on the molecule C7H5N at a distorted geometry.

CARTESIAN COORDINATES (ANGSTROEM)
N (-2.270, 0.149, 0.201)
C (0.509, -0.153, -0.346)
C (-1.398, 1.134, 0.049)
C (-1.665, -1.086, 0.119)
C (-0.334, -1.284, -0.201)
C (-0.112, 1.067, -0.344)
C (2.951, -0.034, 0.438)
C (1.995, -0.204, -0.376)
H (-1.921, 2.053, 0.085)
H (3.872, 0.461, 0.702)
H (0.465, 2.030, -0.228)
H (0.323, -2.169, -0.209)
H (-2.415, -1.964, 0.112)

## Properties
maximum force = 4.51 eV/A
charge = 0
energy = -324.36784 Ha
multiplicity = 1

# 2
ORCA calculation (ωB97M-V/def2-TZVPD) on the molecule C7H5N at a distorted geometry.

CARTESIAN COORDINATES (ANGSTROEM)
N (-1.100, -1.401, -0.040)
C (-0.422, 1.400, -0.019)
C (0.106, -1.057, 0.063)
C (3.179, -0.037, -0.090)
C (1.904, 0.223, 0.063)
C (-1.809, 1.021, -0.058)
C (-2.095, -0.488, -0.038)
C (0.552, 0.318, 0.239)
H (4.200, -0.040, -0.263)
H (-3.209, -0.698, -0.120)
H (0.956, -1.858, -0.140)
H (-2.630, 1.737, 0.181)
H (-0.109, 2.388, -0.341)

## Properties
maximum force = 11.19 eV/A
charge = 0
energy = -324.33263 Ha
multiplicity = 1